(1)
Formula: C18H54B2FInO9P
Source: OMol25
Level of theory: the ωB97M-V functional and the def2-TZVPD basis

Properties
Energy ... -56503.7310 eV
E_HOMO ... -3.59 eV
Frontier orbital gap ... 5.91 eV
Total charge ... -1
Multiplicity ... 1

Atoms and positions in Å:
C  1.53  0.49  1.65
B  0.17  1.28  1.94
O  -0.56  0.80  3.04
In  -0.40  2.99  0.51
C  -2.54  3.64  0.34
C  -3.22  4.10  1.63
C  -3.14  3.09  2.74
F  -3.67  1.86  2.32
B  0.19  2.32  -1.64
O  -0.55  2.61  -2.76
O  1.28  1.49  -1.93
P  0.86  5.12  1.15
C  2.12  5.46  -0.18
C  1.96  4.75  2.61
H  2.00  0.12  2.57
H  1.27  -0.35  1.01
H  2.24  1.12  1.10
H  -0.24  1.14  3.89
H  -3.13  2.86  -0.15
H  -2.53  4.50  -0.35
H  -2.76  5.03  1.98
H  -4.28  4.32  1.47
H  -3.71  3.39  3.62
H  -2.10  2.91  3.05
H  -1.31  3.14  -2.51
H  2.05  1.77  -1.42
H  2.39  6.52  -0.17
H  1.68  5.23  -1.15
H  3.04  4.88  -0.06
H  2.18  3.69  2.75
H  1.47  5.13  3.51
H  2.90  5.29  2.51
C  2.02  2.21  -5.34
C  3.40  2.82  -5.24
O  4.19  2.61  -6.42
H  2.08  1.14  -5.53
H  1.46  2.37  -4.42
H  1.46  2.67  -6.17
H  3.97  2.36  -4.43
H  3.34  3.89  -5.04
H  3.71  3.00  -7.16
C  2.08  -2.38  -1.87
C  2.12  -1.88  -3.30
O  1.13  -0.91  -3.56
H  1.10  -2.79  -1.63
H  2.84  -3.15  -1.70
H  2.27  -1.56  -1.17
H  1.93  -2.70  -3.99
H  3.12  -1.49  -3.53
H  1.29  -0.16  -2.96
C  3.97  -3.09  4.88
C  3.91  -1.82  4.05
O  3.75  -0.66  4.86
H  3.07  -3.19  5.49
H  4.06  -3.97  4.25
H  4.83  -3.07  5.56
H  3.04  -1.84  3.39
H  4.80  -1.73  3.43
H  4.51  -0.60  5.45
C  5.38  -4.06  -4.58
C  5.84  -4.71  -3.29
O  4.90  -4.55  -2.24
H  5.18  -3.00  -4.43
H  6.13  -4.16  -5.37
H  4.46  -4.52  -4.94
H  6.76  -4.23  -2.93
H  6.06  -5.77  -3.45
H  4.08  -4.97  -2.52
C  -5.18  -1.04  2.75
C  -6.22  -1.70  3.62
O  -7.55  -1.24  3.32
H  -5.20  0.04  2.86
H  -4.18  -1.39  3.00
H  -5.36  -1.27  1.70
H  -6.06  -1.47  4.68
H  -6.19  -2.79  3.51
H  -7.68  -1.39  2.38
C  -7.57  -3.19  -0.06
C  -7.86  -4.50  0.64
O  -7.62  -4.44  2.03
H  -6.54  -2.89  0.11
H  -7.73  -3.27  -1.14
H  -8.22  -2.40  0.31
H  -7.21  -5.29  0.26
H  -8.90  -4.81  0.44
H  -8.19  -3.75  2.41

From a Löwdin analysis of the wavefunction, the atomic charges in e read:
1. C -0.079
2. B -0.531
3. O -0.002
4. In 0.582
5. C -0.317
6. C -0.306
7. C -0.239
8. F -0.071
9. B -0.672
10. O 0.078
11. O 0.019
12. P 0.651
13. C -0.433
14. C -0.421
15. H 0.035
16. H 0.059
17. H 0.039
18. H 0.085
19. H 0.030
20. H 0.024
21. H 0.101
22. H 0.097
23. H 0.110
24. H 0.083
25. H 0.066
26. H 0.079
27. H 0.002
28. H 0.001
29. H 0.017
30. H 0.002
31. H 0.001
32. H 0.012
33. C -0.079
34. C -0.321
35. O -0.097
36. H 0.074
37. H 0.054
38. H 0.074
39. H 0.108
40. H 0.107
41. H 0.069
42. C -0.077
43. C -0.335
44. O -0.085
45. H 0.078
46. H 0.046
47. H 0.066
48. H 0.104
49. H 0.102
50. H 0.041
51. C -0.097
52. C -0.327
53. O -0.085
54. H 0.074
55. H 0.071
56. H 0.068
57. H 0.101
58. H 0.110
59. H 0.074
60. C -0.091
61. C -0.325
62. O -0.090
63. H 0.070
64. H 0.071
65. H 0.073
66. H 0.110
67. H 0.105
68. H 0.075
69. C -0.077
70. C -0.316
71. O -0.094
72. H 0.064
73. H 0.083
74. H 0.065
75. H 0.110
76. H 0.093
77. H 0.047
78. C -0.087
79. C -0.319
80. O -0.085
81. H 0.072
82. H 0.074
83. H 0.069
84. H 0.111
85. H 0.107
86. H 0.069

=====

(2)
Formula: C18H54BCaF4O9
Source: OMol25
Level of theory: the ωB97M-V functional and the def2-TZVPD basis

Properties
Energy ... -67958.7664 eV
E_HOMO ... -11.51 eV
ΔE to the lowest compared entry with this formula, charge and spin ... 0.0 kcal/mol
Frontier orbital gap ... 8.61 eV
Total charge ... +1
Multiplicity ... 1

Atoms and positions in Å:
Ca  0.69  -0.24  2.04
B  -0.31  0.21  -0.54
F  -0.36  1.31  0.38
F  -0.44  0.62  -1.85
F  0.98  -0.35  -0.26
F  -1.31  -0.69  -0.21
C  0.06  -5.88  -0.32
C  -0.66  -4.90  -1.22
O  -0.32  -3.56  -0.83
H  -0.21  -5.67  0.72
H  1.14  -5.74  -0.41
H  -0.20  -6.91  -0.54
H  -1.74  -5.07  -1.18
H  -0.31  -5.05  -2.25
H  -0.69  -2.98  -1.54
C  2.53  2.74  1.25
C  2.02  2.94  2.65
O  1.02  1.91  2.92
H  3.00  1.76  1.13
H  3.23  3.52  0.97
H  1.70  2.79  0.53
H  1.54  3.91  2.75
H  2.82  2.84  3.38
H  0.49  2.20  3.67
C  1.40  -4.48  2.67
C  0.18  -3.59  2.60
O  0.31  -2.56  1.60
H  1.29  -5.24  3.44
H  2.28  -3.87  2.86
H  1.56  -4.99  1.72
H  0.04  -3.10  3.57
H  -0.74  -4.16  2.42
H  0.10  -2.94  0.71
C  -3.04  -1.54  2.40
C  -2.22  -0.70  3.36
O  -1.54  0.39  2.70
H  -3.62  -2.28  2.96
H  -2.40  -2.03  1.67
H  -3.76  -0.89  1.89
H  -1.46  -1.33  3.85
H  -2.84  -0.32  4.17
H  -2.23  1.05  2.49
C  1.83  1.39  -4.51
C  2.43  2.76  -4.86
O  3.34  2.66  -5.95
H  2.64  0.72  -4.22
H  1.34  0.98  -5.40
H  1.11  1.49  -3.70
H  2.97  3.15  -4.01
H  1.61  3.43  -5.13
H  2.87  2.35  -6.73
C  -2.18  3.64  1.53
C  -3.56  3.40  2.07
O  -3.74  1.99  2.28
H  -2.02  4.71  1.37
H  -2.02  3.12  0.59
H  -1.41  3.28  2.22
H  -4.31  3.76  1.36
H  -3.70  3.96  3.00
H  -4.58  1.87  2.74
C  -3.13  -2.78  -3.88
C  -2.55  -1.59  -3.17
O  -1.18  -1.87  -2.84
H  -3.15  -3.65  -3.21
H  -2.55  -3.06  -4.76
H  -4.15  -2.58  -4.21
H  -3.11  -1.37  -2.26
H  -2.60  -0.68  -3.77
H  -0.78  -1.05  -2.54
C  4.75  -1.86  2.85
C  4.18  -0.64  2.18
O  2.91  -0.92  1.53
H  4.05  -2.24  3.59
H  5.68  -1.61  3.36
H  4.95  -2.64  2.11
H  4.88  -0.25  1.43
H  3.99  0.17  2.88
H  3.10  -1.43  0.74
C  -0.08  4.11  -2.48
C  -1.06  5.15  -2.05
O  -0.81  6.32  -2.81
H  -0.36  3.09  -2.20
H  0.90  4.27  -2.03
H  0.08  4.18  -3.56
H  -0.92  5.37  -0.98
H  -2.10  4.80  -2.16
H  -1.54  6.94  -2.71

From a Löwdin analysis of the wavefunction, the atomic charges in e read:
1. Ca 1.595
2. B -1.275
3. F 0.058
4. F 0.162
5. F 0.036
6. F 0.164
7. C -0.078
8. C -0.277
9. O -0.109
10. H 0.054
11. H 0.080
12. H 0.085
13. H 0.116
14. H 0.123
15. H 0.058
16. C -0.057
17. C -0.235
18. O -0.222
19. H 0.065
20. H 0.096
21. H 0.080
22. H 0.125
23. H 0.117
24. H 0.098
25. C -0.059
26. C -0.286
27. O -0.225
28. H 0.091
29. H 0.062
30. H 0.057
31. H 0.104
32. H 0.120
33. H 0.064
34. C -0.055
35. C -0.280
36. O -0.208
37. H 0.088
38. H 0.061
39. H 0.083
40. H 0.097
41. H 0.121
42. H 0.055
43. C -0.081
44. C -0.327
45. O -0.078
46. H 0.076
47. H 0.076
48. H 0.047
49. H 0.109
50. H 0.098
51. H 0.081
52. C -0.077
53. C -0.274
54. O -0.085
55. H 0.083
56. H 0.077
57. H 0.064
58. H 0.121
59. H 0.120
60. H 0.107
61. C -0.080
62. C -0.294
63. O -0.096
64. H 0.070
65. H 0.082
66. H 0.081
67. H 0.115
68. H 0.121
69. H 0.050
70. C -0.068
71. C -0.270
72. O -0.211
73. H 0.073
74. H 0.088
75. H 0.087
76. H 0.127
77. H 0.112
78. H 0.111
79. C -0.083
80. C -0.336
81. O -0.068
82. H 0.058
83. H 0.079
84. H 0.069
85. H 0.098
86. H 0.113
87. H 0.084

=====

Look up the total charge of the first one. -1